Record 1
DFT (wB97M-V/def2-TZVPD) results for a molecular structure, C14H32BrFN3O3Si2 at a distorted geometry.

CARTESIAN COORDINATES (ANGSTROEM)
Br -3.57135 4.05189 3.15364
Si -1.72629 1.76128 -0.03892
Si 0.19430 0.59809 -1.84835
F -4.04995 0.97149 1.87680
O 2.18678 -3.73557 -0.39246
O 0.87300 0.94509 -3.45154
O -0.60102 2.03146 -1.34096
N 1.54631 0.05656 -0.83677
N 1.17001 3.54717 -3.60230
N 2.55996 -3.56028 -2.55230
C 3.07039 -3.71088 -1.20760
C 4.53480 -3.73435 -0.91481
C -4.38239 0.57256 0.52197
C -5.98287 0.84044 0.35015
C 0.03301 -1.77995 1.62698
C -1.87540 3.11458 2.59878
C 3.00721 -4.58166 -3.53068
C 1.97079 1.03199 0.21872
C 1.58892 0.42225 1.67413
C -3.51801 1.38464 -0.59473
C 1.54442 -1.18784 1.71347
C -1.69604 3.39113 1.01956
C -0.67928 3.87488 3.37254
C 1.13231 2.35085 -3.43060
H 5.04267 -4.45474 -1.55907
H 2.42131 -4.44676 -4.43983
H -3.49681 0.72063 -1.52838
H 1.52502 2.07913 0.13650
H 1.54208 -3.56371 -2.41074
H -2.44482 4.17723 0.61878
H -0.62751 3.81335 0.86509
H -6.50321 -0.16038 0.17480
H 0.25747 3.21982 3.38130
H 2.82740 -5.57190 -3.11019
H 2.42763 0.75070 2.40207
H -0.44583 4.82543 2.76327
H -1.90546 1.98829 2.79355
H 3.12141 1.17615 0.23410
H -0.73690 -0.53146 -2.06892
H -4.07420 2.35454 -0.84699
H -4.20594 -0.55544 0.45373
H 4.06495 -4.42785 -3.74348
H 0.60002 0.81347 2.09250
H -1.22491 0.60062 0.71781
H -6.17782 1.62426 -0.46368
H 4.95417 -2.73738 -1.07010
H 4.68875 -4.03550 0.12147
H 1.93804 -1.49532 2.75928
H -0.99733 4.22154 4.43020
H -0.35458 -1.86894 0.55054
H 2.25885 -1.69352 0.96350
H 2.38375 -0.09809 -1.43340
H 2.83843 -2.62795 -2.87591
H -6.41291 1.27664 1.33206
H 0.08249 -2.83554 2.06928
H -0.69583 -1.19313 2.30614

Results
* orbital gap: 7.285 eV
* total energy: -4195.24121 a.u.
* total charge: +1
* max |F|: 0.1174 Eh/bohr
* lowest unoccupied orbital energy: -4.11 eV
* E_HOMO: -0.419 Ha

Record 2
DFT (wB97M-V/def2-TZVPD) results for 2 unconnected molecules or ions with the total composition C4H9N2S at a distorted geometry.

CARTESIAN COORDINATES (ANGSTROEM)
S 2.08686 -1.90500 0.59969
N -0.98937 -1.17473 0.58143
N 2.15232 0.66401 0.87474
C -0.96702 -0.08679 -0.18219
C 1.77916 -0.34075 0.16732
C -1.42317 0.51854 -1.44876
C -1.29458 1.38967 -0.18925
H 1.76357 1.55663 0.56890
H -0.44771 2.06283 -0.14710
H -0.75663 -2.00418 0.00904
H -2.44460 0.27636 -1.75575
H -2.27708 1.44669 0.27682
H -0.85738 -1.29477 1.57851
H 1.41464 -2.46759 -0.31669
H -0.69207 0.74527 -2.19568
H 2.95306 0.61379 1.57896

Results
* energy relative to the best compared isomer or geometry (same formula, charge and spin): 2.742 eV
* orbital gap (spin up / spin down): 5.282 / 8.416 eV
* total energy: -665.02546 a.u.
* total charge: +1
* max |F|: 0.0589 Eh/bohr
* 2S+1: 3
* lowest unoccupied orbital energy (spin up / spin down): -4.56 / -6.20 eV
* E_HOMO (spin up / spin down): -0.362 / -0.537 Ha

Record 3
DFT (wB97M-V/def2-TZVPD) results for C4H9NO in the gas phase.

CARTESIAN COORDINATES (ANGSTROEM)
O 2.24617 0.29444 -0.83507
N -0.56513 0.49182 -0.32041
C 0.34713 -0.14914 0.63750
C 1.84800 0.09109 0.50105
C -2.01207 0.56403 -0.10041
C -0.23472 -0.91258 -0.47734
H 2.31937 -0.84986 0.81484
H -2.36811 -0.02868 0.75934
H 0.36061 -1.12528 -1.35490
H -1.02846 -1.61240 -0.22750
H -2.38704 1.58603 -0.02968
H -2.45870 0.10833 -0.99404
H 2.23442 0.88568 1.15542
H 0.00629 -0.34983 1.65650
H 1.69221 1.00634 -1.18533

Results
* energy relative to the best compared isomer or geometry (same formula, charge and spin): 2.581 eV
* orbital gap: 10.407 eV
* total energy: -287.73762 a.u.
* SMILES: CN1C[C@H]1CO
* max |F|: 0.0098 Eh/bohr
* lowest unoccupied orbital energy: 1.15 eV
* E_HOMO: -0.340 Ha

Record 4
DFT (wB97M-V/def2-TZVPD) results for 5 unconnected molecules or ions with the total composition C32H74BrN4O at a distorted geometry.

CARTESIAN COORDINATES (ANGSTROEM)
Br -2.96748 9.23212 -0.24797
O -4.84137 11.86596 -1.36640
N 0.59506 7.10726 0.87969
N -0.16390 12.69729 -1.47301
N -5.73135 14.71625 -1.59014
N -6.96290 7.61406 1.25733
C -0.42038 10.51914 -2.74549
C 1.08887 5.52248 -1.01929
C -0.79712 11.94973 -2.63763
C 2.69959 8.19463 1.47184
C -0.77521 12.18486 -0.18103
C -5.15755 6.02396 1.52148
C 1.77526 14.06076 -0.66267
C -9.59098 11.44642 -1.15963
C -8.32883 10.96268 -0.55876
C 1.92267 6.87263 1.58507
C 1.57767 9.25662 1.47744
C -6.48151 14.13783 -2.84420
C -4.31170 14.92774 -2.01884
C -0.59728 8.37370 -4.16661
C -1.07341 9.81528 -3.98976
C -6.82775 6.66088 0.02179
C -0.61406 6.29920 1.41964
C -8.11200 7.18379 2.13779
C -5.90214 13.79736 -0.30113
C -5.60546 7.43725 1.93315
C -6.34580 16.08562 -1.35184
C -5.98095 5.46697 0.39763
C 1.19232 5.22224 -2.52154
C -0.44779 14.23606 -1.65146
C 0.60214 6.88571 -0.65912
C 1.36550 12.72921 -1.33347
C -5.06129 12.51880 -0.20596
C -7.11118 9.10925 0.85705
C 0.54781 14.92735 -0.66564
C 1.98741 3.92045 -2.79558
C -8.32806 9.54143 -0.03022
C 0.29635 8.54937 1.13171
H -0.25605 5.27012 1.44990
H -6.14966 9.32423 0.39084
H 2.55647 14.62929 -1.16723
H -10.41267 11.52140 -0.44738
H -5.48600 5.02850 -0.46890
H -0.67887 9.94017 -1.85888
H -4.14216 12.69181 0.35384
H 1.68823 6.06210 -3.00817
H -7.27201 9.67341 1.77573
H -8.44675 8.88402 -0.89152
H -5.90786 14.38199 0.61881
H 2.15316 5.42512 -0.80504
H -4.42521 15.46316 -2.96147
H -6.91088 13.38455 -0.28899
H -5.58472 11.85898 0.48596
H -7.82732 6.69038 -0.41191
H -0.74425 6.60618 2.45739
H -9.07518 7.29828 1.64051
H -1.51447 6.56515 0.86590
H -6.31889 14.69293 -3.76806
H 1.81184 12.62200 -2.32209
H -0.33910 9.02983 0.38777
H -0.17780 14.46066 -2.68333
H -7.55149 11.07885 -1.31396
H -7.94449 7.79358 3.02560
H -5.75914 7.50640 3.01004
H 3.09024 8.27404 0.45735
H 0.82553 15.90732 -1.05375
H -5.74504 16.68053 -0.66390
H 0.20096 5.18034 -2.97270
H -0.33636 12.76775 0.62875
H -7.54213 14.06473 -2.60368
H 1.58140 6.64062 2.59393
H -3.90594 13.92812 -2.17446
H 1.33953 7.61156 -1.00189
H -4.35126 11.06588 -1.16329
H -9.21072 9.45531 0.60349
H -4.15471 5.99876 1.09512
H -9.30598 12.45926 -1.44427
H -0.37107 7.19313 -1.04182
H -7.96449 6.15715 2.47297
H 0.49024 8.30517 -4.19289
H -8.08305 11.58313 0.30307
H -1.85652 12.32208 -0.17484
H -6.05297 13.16497 -3.08501
H -1.01659 7.88402 -5.04552
H -3.80526 15.48596 -1.23143
H 2.00615 3.70088 -3.86308
H -2.16146 9.75208 -4.00587
H -1.47123 14.48591 -1.37171
H -0.92427 7.79570 -3.30226
H -0.81660 10.42002 -4.85949
H -6.22411 7.21877 -0.69408
H -7.35367 15.99688 -0.94634
H 1.56987 3.15756 -2.13849
H -4.89563 8.19045 1.59120
H 1.70222 10.05962 0.75095
H 0.65758 10.39493 -2.84882
H 1.58992 9.58117 2.51793
H 2.44707 5.94198 1.36831
H 3.00502 3.89389 -2.40589
H 0.58149 4.63594 -0.63888
H -0.47416 12.49346 -3.52542
H 3.43602 8.33117 2.26376
H -0.34634 8.56305 2.01198
H -0.49113 11.13610 -0.09446
H -9.75499 10.86358 -2.06600
H 1.91930 13.87141 0.40105
H -6.35216 16.58732 -2.31950
H -6.73454 4.83142 0.86270
H -5.09187 5.32823 2.35799
H 1.61709 11.84376 -0.74971
H 0.12692 15.13106 0.31897
H -1.87015 12.13331 -2.58277

Results
* energy relative to the best compared isomer or geometry (same formula, charge and spin): 0.000 eV
* orbital gap (spin up / spin down): 2.397 / 9.303 eV
* total energy: -4131.20832 a.u.
* total charge: +2
* max |F|: 0.0696 Eh/bohr
* 2S+1: 2
* lowest unoccupied orbital energy (spin up / spin down): -3.55 / -3.59 eV
* E_HOMO (spin up / spin down): -0.218 / -0.474 Ha

Record 5
DFT (wB97M-V/def2-TZVPD) results for a molecular structure, C3H5NS at a distorted geometry.

CARTESIAN COORDINATES (ANGSTROEM)
S -0.46993 1.78723 -0.32890
N 0.34988 0.87241 -1.57615
C 0.02373 0.56146 1.01094
C -0.26612 -0.75751 0.13783
C 0.36575 -0.34502 -1.16406
H 0.79655 -1.14049 -1.83235
H -1.42076 -0.62715 0.03425
H 0.10307 -1.72443 0.51587
H -0.56160 0.59097 1.99629
H 1.07943 0.78252 1.20628

Results
* energy relative to the best compared isomer or geometry (same formula, charge and spin): 0.793 eV
* orbital gap: 9.552 eV
* total energy: -570.20541 a.u.
* max |F|: 0.0500 Eh/bohr
* lowest unoccupied orbital energy: 0.90 eV
* E_HOMO: -0.318 Ha

Record 6
DFT (wB97M-V/def2-TZVPD) results for 4 unconnected molecules or ions with the total composition C41H94FI2N12O11P4 at a distorted geometry.

CARTESIAN COORDINATES (ANGSTROEM)
I 2.13944 0.20530 0.86616
I -1.70208 -3.76531 -2.04027
P -6.23720 2.72863 0.80322
P 0.79431 3.18513 7.74246
P 0.83203 -5.67723 -8.19864
P 1.61445 1.20043 -2.75790
F 0.58173 -5.07695 1.15986
O -0.28757 2.33410 1.99593
O 5.66569 -0.89668 -0.44910
O 1.95656 0.94219 -4.39444
O -5.33061 2.37795 -0.39426
O 0.47766 2.51073 -2.75089
O -0.61857 -1.12331 2.34312
O 1.06123 -1.03862 5.70523
O 7.04343 -0.46058 1.35668
O 1.37708 -4.33846 -7.65001
O 1.27113 -4.93797 -0.99058
O 2.17710 2.52801 7.56743
N 1.90723 -5.67364 -9.51889
N -0.68168 -4.97209 -8.64254
N -7.34370 3.12561 2.12282
N 0.78204 3.81358 6.15820
N -5.13021 3.85796 1.43899
N -0.81764 3.86928 7.98611
N 0.78513 3.31816 0.13562
N 0.19944 -7.22546 -8.77042
N 1.38615 4.34830 8.87401
N 0.75565 -0.12645 -1.95209
N -6.03349 1.17448 1.53047
N 2.93569 1.71575 -2.06977
C 6.37267 0.00291 0.38796
C 3.43388 -0.67282 4.76335
C 1.63961 -5.80275 -10.93454
C 5.69737 -0.49700 -1.84714
C 6.35793 1.60343 0.24739
C 1.34497 -2.70968 0.22501
C 2.35511 -1.63047 5.46100
C 0.52553 -1.84253 -4.02410
C 0.08716 -1.75477 -0.05664
C -0.02896 -1.77218 3.49458
C 2.23758 3.78514 9.92763
C -6.18889 0.05013 0.60299
C 0.00403 2.23287 0.75923
C 1.93824 3.77267 0.96251
C 3.59513 -1.58404 -3.10563
C -0.63017 0.96131 0.00102
C 1.50833 -3.11408 -3.99904
C -0.63195 -1.96634 -1.51250
C -0.91374 -4.34626 -9.93288
C 0.56011 5.16528 5.69678
C 1.05713 -4.28698 0.04521
C 3.33994 -5.63528 -9.24974
C -1.28701 4.30586 9.29895
C 1.08300 -8.36659 -8.97412
C -1.91666 3.53448 7.08981
C -4.95313 0.87464 2.45279
C -4.56746 3.95999 2.76768
C -7.77334 4.49926 2.35285
C 0.38860 -0.18186 -0.46990
C 0.91274 2.88583 5.04313
C 0.41150 -0.57657 4.50917
C -0.83972 -2.01515 1.23807
C -8.28827 2.15199 2.66579
C -1.18572 -7.63166 -8.54411
C -1.27732 -4.13913 -7.60091
C 5.20543 -1.67829 -2.84222
C -0.16390 4.51397 0.14008
C -4.71889 4.97709 0.60012
C 0.35503 -1.23723 -2.60039
C 2.89790 -3.01042 -3.25234
C 1.92963 5.63271 8.46947
H 0.16883 5.33336 -0.58120
H -5.41356 5.81789 0.70601
H 2.22703 -2.48052 -0.48095
H 1.37261 3.36004 4.16940
H -7.39418 5.18407 1.59692
H 1.14016 6.29636 8.11535
H -0.50309 -2.25576 -4.36780
H 5.39806 -2.66402 -2.29794
H 3.19066 -1.04774 -2.18249
H -8.86167 4.61091 2.33369
H -4.68635 4.71039 -0.45804
H -0.07978 5.18229 4.80571
H 2.30600 -2.64150 4.90170
H 2.35993 1.77302 -4.76191
H -7.41765 4.83937 3.33006
H -2.35876 4.14088 9.44787
H -0.07605 4.95192 1.20956
H 3.94097 0.07223 5.47217
H 3.73725 -6.64782 -9.11636
H -3.54509 3.56824 2.78381
H 2.78881 -1.89613 6.50057
H 2.37307 -6.45664 -11.42064
H -9.23074 2.60366 2.98990
H -8.55894 1.39424 1.92682
H 1.68369 -4.82533 -11.42483
H 1.54091 2.02714 5.28994
H 1.84308 2.81745 10.26116
H -2.77713 3.10901 7.61583
H -2.25417 4.43402 6.56570
H 0.89285 -2.41073 3.27967
H -0.15398 -3.59504 -10.16938
H 3.48211 -1.03052 -4.09154
H 7.29807 2.01536 -0.28058
H -5.14992 3.43638 3.52558
H 0.77867 -9.24546 -8.39760
H 2.10706 -8.15676 -8.67186
H -1.29676 -8.70922 -8.38946
H -1.10901 5.37710 9.42314
H 4.28578 -1.36415 4.38845
H 1.71562 -3.41543 -5.09584
H -1.60698 -7.15737 -7.65461
H 3.06321 -0.11043 3.84198
H -1.14783 1.41747 -0.93200
H 6.40381 2.04345 1.31475
H -4.92116 -0.19458 2.69400
H 5.78334 -1.54935 -3.81493
H -1.51016 -1.20094 -1.43514
H 3.57590 -5.06921 -8.34674
H 3.64514 -3.66152 -3.85731
H -0.96971 -5.09368 -10.72429
H 2.93901 -3.48623 -2.19488
H -4.53413 5.00204 3.10741
H 0.67247 -6.25521 -11.15259
H 6.78960 -0.27880 -2.12237
H -1.49664 0.58003 0.66106
H -2.35935 -4.05313 -7.74106
H 2.24009 4.82107 0.57375
H 1.73472 -2.66512 1.31372
H -0.80333 -3.07923 1.64328
H -1.63233 2.79421 6.34409
H 1.50991 5.64432 5.43792
H 2.76319 2.69712 -1.76287
H -1.12553 -4.59608 -6.61444
H 0.95778 -4.02380 -3.54621
H 3.89452 -5.15912 -10.06494
H -5.11245 1.36517 3.41315
H 0.95845 0.27430 3.96667
H 2.71138 5.52921 7.71044
H 2.24824 4.43699 10.80670
H 5.40578 1.93163 -0.28932
H -6.45218 -0.86501 1.14252
H -3.97374 1.14472 2.04322
H 1.71754 3.90408 2.07503
H -0.77433 -2.43818 4.05091
H -5.27712 -0.13521 0.02484
H -7.00788 0.24364 -0.10034
H -1.93678 -1.84640 0.89818
H 2.37146 6.16348 9.32083
H -0.78690 3.76787 10.10767
H -1.88779 -3.84393 -9.96194
H 1.09009 -8.64456 -10.03224
H -7.85522 1.65674 3.53862
H 5.11907 0.47566 -2.00310
H 0.85146 -1.17219 -4.88155
H -0.06760 2.49981 4.74182
H -3.71557 5.33278 0.85910
H -0.59351 -0.11457 4.85336
H -1.79909 -7.36888 -9.40971
H -0.40494 2.14616 -3.01313
H -1.24506 4.17465 0.01524
H 2.88686 3.12723 0.80866
H 0.04455 5.79166 6.42447
H 3.26813 3.63635 9.59072
H -0.84673 -3.13207 -7.58202

Results
* energy relative to the best compared isomer or geometry (same formula, charge and spin): 0.000 eV
* orbital gap: 4.528 eV
* total energy: -5163.21584 a.u.
* total charge: +1
* max |F|: 0.1478 Eh/bohr
* lowest unoccupied orbital energy: -4.57 eV
* E_HOMO: -0.335 Ha